{
  "formula": "C7H7N3",
  "method": "ωB97M-V/def2-TZVPD",
  "relative_energy_kj_mol": 439.6,
  "e_homo_ev": -9.04,
  "lumo_ha": -0.0257,
  "mol_weight_g_mol": 133.15,
  "max_force_ev_per_a": 3.75,
  "elements": ["C", "N", "N", "C", "C", "C", "C", "C", "C", "N", "H", "H", "H", "H", "H", "H", "H"],
  "xyz": [[-1.383, 1.942, -0.889], [-0.292, 1.071, -0.595], [-0.436, -0.116, -1.053], [0.497, -1.076, -0.659], [0.725, -2.134, -1.697], [0.959, -1.129, 0.598], [0.710, -0.183, 1.619], [0.495, 0.521, 2.597], [0.146, 1.432, 3.547], [-0.188, 2.286, 4.223], [-1.516, 2.500, -0.016], [-0.925, 2.640, -1.604], [-2.286, 1.362, -1.256], [0.936, -1.651, -2.651], [-0.352, -2.425, -1.848], [1.479, -3.044, -1.438], [1.430, -1.996, 1.122]],
  "forces_ev_per_a": [[-0.2, -1.2, -1.9], [0.7, -3.6, -0.7], [-0.4, 3.0, 0.8], [1.4, -0.5, 0.3], [-0.5, -1.4, 0.4], [0.4, -0.7, 1.6], [-0.8, 1.4, 1.5], [0.5, -1.6, -2.0], [0.3, -0.4, -0.8], [-0.4, 1.1, 1.2], [-0.7, 0.9, 1.4], [-0.6, 0.0, -0.2], [1.0, 1.0, 0.3], [0.6, -0.1, 0.0], [1.1, -0.8, -0.1], [-2.1, 2.4, -0.5], [0.0, 0.4, -1.4]],
  "lowdin_charge": [-0.10, -0.02, 0.06, -0.36, -0.05, -0.07, -0.02, -0.02, -0.27, 0.15, 0.05, 0.09, 0.10, 0.07, 0.09, 0.14, 0.14]
}

---

{
  "formula": "C7H7NO2S",
  "method": "ωB97M-V/def2-TZVPD",
  "relative_energy_kj_mol": 221.8,
  "e_homo_ev": [-8.98, -8.98],
  "lumo_ha": [-0.0682, -0.0682],
  "mol_weight_g_mol": 169.21,
  "max_force_ev_per_a": 2.29,
  "elements": ["C", "C", "C", "C", "C", "C", "C", "N", "O", "O", "S", "H", "H", "H", "H", "H", "H", "H"],
  "xyz": [[1.680, 1.780, -0.471], [-1.754, -0.044, -0.873], [-1.029, -1.225, -0.544], [-0.826, 0.262, 1.235], [1.813, 0.543, -1.058], [-1.661, 0.838, 0.151], [-0.379, -1.044, 0.656], [1.626, 2.817, 0.030], [2.221, -0.495, 1.316], [1.901, -2.023, -0.600], [1.704, -0.742, 0.007], [-2.292, 0.101, -1.790], [-0.941, -2.097, -1.167], [-0.003, 0.923, 1.523], [-1.407, 0.085, 2.146], [1.431, 0.338, -2.040], [-2.083, 1.825, 0.206], [-0.002, -1.841, 1.275]],
  "forces_ev_per_a": [[0.2, 1.5, 0.4], [-0.3, 0.2, -0.1], [0.2, 0.0, 0.3], [0.1, 0.1, 0.0], [-0.6, -2.1, 0.7], [0.3, -0.2, 0.1], [-0.4, -0.2, 0.3], [-0.1, 0.2, 0.1], [-0.3, 0.3, 0.2], [-0.3, 0.0, -0.2], [1.5, 0.3, -1.1], [-0.1, 0.1, -0.2], [0.0, -0.2, -0.1], [-0.1, 0.1, 0.0], [-0.1, 0.0, 0.0], [0.0, -0.1, -0.3], [-0.1, 0.2, -0.1], [0.0, -0.2, 0.0]],
  "lowdin_charge": [-0.37, -0.05, -0.04, -0.16, -0.24, -0.01, -0.24, 0.15, -0.28, -0.30, 0.70, 0.11, 0.13, 0.12, 0.15, 0.08, 0.12, 0.13]
}

---

{
  "formula": "C7H7NO2S",
  "method": "ωB97M-V/def2-TZVPD",
  "relative_energy_kj_mol": 486.8,
  "e_homo_ev": [-9.24, -7.66],
  "lumo_ha": [-0.0163, -0.0687],
  "mol_weight_g_mol": 169.21,
  "max_force_ev_per_a": 4.82,
  "elements": ["C", "C", "C", "C", "C", "C", "C", "N", "O", "O", "S", "H", "H", "H", "H", "H", "H", "H"],
  "xyz": [[0.078, 1.603, 2.503], [0.705, 2.248, 1.447], [-0.800, -0.517, -0.039], [-0.714, -0.941, -1.434], [0.558, -1.834, -1.764], [-0.090, 0.177, 2.011], [-0.024, 0.392, 0.528], [-1.350, -1.290, 0.898], [0.593, 1.609, 0.284], [-1.096, -0.800, 2.156], [0.688, -3.356, -0.773], [-0.070, 1.908, 3.558], [1.070, 3.276, 1.492], [-1.602, -1.580, -1.709], [-0.693, -0.029, -1.969], [0.384, -2.116, -2.919], [1.400, -1.302, -1.614], [0.858, -0.470, 2.338]],
  "forces_ev_per_a": [[0.8, 0.1, -0.4], [-2.4, 0.1, 4.0], [0.4, -1.4, -0.6], [-1.0, -2.6, -0.5], [-4.0, -1.7, -2.2], [2.6, -0.7, -0.4], [1.7, 2.6, 3.3], [-1.0, -1.2, 0.1], [0.2, -1.4, -2.4], [-0.7, 0.7, -0.1], [-0.4, 0.5, -0.4], [0.5, 0.0, -1.1], [0.1, -0.5, -0.6], [0.7, 1.0, 0.2], [0.1, 0.7, -1.3], [0.8, 0.5, 2.6], [2.9, 1.9, 0.1], [-1.2, 1.3, -0.4]],
  "lowdin_charge": [0.03, -0.11, -0.31, -0.18, -0.59, -0.25, -0.14, 0.13, 0.05, -0.04, 0.60, 0.12, 0.13, 0.13, 0.10, 0.12, -0.01, 0.21]
}

---

{
  "formula": "C7H7NO3S2",
  "method": "ωB97M-V/def2-TZVPD",
  "relative_energy_kj_mol": 65.0,
  "e_homo_ev": -8.08,
  "lumo_ha": 0.0123,
  "mol_weight_g_mol": 217.27,
  "max_force_ev_per_a": 4.40,
  "elements": ["N", "S", "O", "O", "C", "O", "S", "C", "C", "C", "C", "C", "C", "H", "H", "H", "H", "H", "H", "H"],
  "xyz": [[-3.685, -0.379, -0.039], [-2.279, 0.278, 0.515], [-1.993, -0.385, 1.759], [-2.205, 1.699, 0.391], [-1.115, -0.360, -0.853], [-1.371, -1.823, -0.955], [-0.359, -2.769, -0.040], [0.683, -1.387, 0.238], [1.910, -1.523, 0.865], [2.657, -0.398, 1.045], [2.241, 0.881, 0.512], [1.084, 0.979, -0.230], [0.297, -0.194, -0.381], [-3.893, -1.364, 0.194], [-4.596, 0.016, 0.092], [-1.340, 0.251, -1.659], [2.108, -2.433, 1.207], [3.486, -0.602, 1.564], [2.691, 1.850, 0.629], [0.680, 1.967, -0.717]],
  "forces_ev_per_a": [[-1.1, -1.0, -0.5], [0.8, -1.8, -0.3], [0.4, 0.4, -0.2], [-0.8, 0.3, 0.0], [0.4, -2.1, 3.2], [-0.8, 2.2, -1.1], [0.2, 1.1, 0.1], [0.6, 0.0, -0.9], [-2.1, 3.5, -1.5], [-2.7, 1.9, -2.1], [-0.1, -0.9, 0.1], [-1.9, 0.1, -1.1], [-0.4, -0.6, 1.1], [1.3, 0.6, 0.0], [0.1, 1.5, 0.1], [-0.9, 0.4, -2.1], [1.6, -3.5, 1.7], [3.5, 0.3, 1.9], [1.0, -0.3, 0.5], [1.1, -2.0, 1.2]],
  "lowdin_charge": [-0.08, 0.62, -0.30, -0.29, -0.28, -0.50, 1.03, -0.46, -0.08, -0.03, -0.05, -0.03, -0.22, 0.09, 0.07, 0.11, 0.07, 0.06, 0.10, 0.16]
}

---

{
  "formula": "C7H7NO4",
  "method": "ωB97M-V/def2-TZVPD",
  "relative_energy_kj_mol": 65.0,
  "e_homo_ev": -8.46,
  "lumo_ha": 0.0152,
  "mol_weight_g_mol": 169.14,
  "max_force_ev_per_a": 3.61,
  "elements": ["O", "C", "N", "O", "C", "C", "C", "C", "O", "C", "C", "O", "H", "H", "H", "H", "H", "H", "H"],
  "xyz": [[-2.206, -1.674, 0.225], [-1.637, -0.603, 0.060], [-2.342, 0.496, -0.371], [-3.717, 0.340, -0.371], [-0.225, -0.309, 0.136], [0.618, -1.435, 0.213], [1.976, -1.338, 0.137], [2.538, -0.024, -0.145], [3.854, 0.035, -0.311], [1.691, 1.114, -0.155], [0.363, 0.949, 0.175], [-0.317, 2.077, 0.475], [-1.952, 1.444, -0.377], [-3.732, -0.665, -0.268], [0.156, -2.438, 0.305], [2.641, -2.145, 0.133], [4.291, -0.811, -0.495], [1.949, 2.103, -0.405], [0.188, 2.690, 1.034]],
  "forces_ev_per_a": [[0.0, -0.1, 0.1], [-1.4, 2.1, -0.6], [0.5, -0.7, 0.3], [0.0, -1.1, -0.1], [1.0, -1.2, 0.9], [-0.4, -0.8, -0.3], [-0.1, 3.5, -0.8], [-2.0, -1.8, 0.7], [1.4, 1.1, -0.6], [1.4, -2.2, 0.4], [0.5, -0.5, -0.2], [-1.2, 0.8, 0.1], [-0.8, -0.6, 0.2], [-0.3, 1.1, 0.0], [0.1, 0.9, -0.1], [0.7, -1.3, 0.2], [-0.6, 0.2, 0.2], [1.0, 0.9, 0.0], [0.0, -0.5, -0.5]],
  "lowdin_charge": [0.06, -0.44, 0.02, -0.02, -0.09, -0.01, 0.00, -0.28, 0.07, 0.06, -0.28, 0.05, 0.14, 0.11, 0.14, 0.09, 0.12, 0.12, 0.14]
}

---

{
  "formula": "C7H7NOS2",
  "method": "ωB97M-V/def2-TZVPD",
  "relative_energy_kj_mol": 15.8,
  "e_homo_ev": -8.85,
  "lumo_ha": 0.0181,
  "mol_weight_g_mol": 185.27,
  "max_force_ev_per_a": 5.02,
  "elements": ["S", "C", "N", "C", "C", "C", "C", "C", "C", "O", "H", "H", "H", "H", "H", "S", "H", "H"],
  "xyz": [[3.026, 1.639, -0.008], [1.480, 0.863, 0.003], [1.107, -0.314, 0.434], [-0.291, -0.298, 0.249], [-1.260, -1.244, 0.642], [-2.553, -0.921, 0.416], [-2.914, 0.322, -0.079], [-1.984, 1.326, -0.271], [-0.680, 0.930, -0.173], [0.453, 1.662, -0.416], [2.752, 2.409, -1.077], [-0.834, -2.298, 0.825], [-3.408, -1.593, 0.590], [-3.961, 0.518, -0.107], [-2.152, 2.168, -0.853], [3.959, -1.977, -0.543], [4.423, -1.595, 0.667], [2.835, -1.598, -0.299]],
  "forces_ev_per_a": [[0.5, -0.1, 0.0], [-1.4, -0.9, 0.2], [0.5, 1.0, -0.9], [0.2, -1.1, 1.9], [3.0, -2.2, -0.9], [-1.8, -0.6, 0.1], [0.0, 0.8, 1.0], [0.1, -1.4, -1.2], [0.6, 0.4, -0.1], [0.0, 0.4, 0.1], [-0.1, -0.1, 0.2], [-1.2, 1.7, 0.3], [0.8, 0.0, 0.1], [-0.6, 0.3, -0.5], [-0.9, 1.9, -0.3], [4.7, -1.6, -0.7], [-0.1, -0.1, -0.3], [-4.5, 1.5, 1.0]],
  "lowdin_charge": [0.87, -0.74, 0.13, -0.22, -0.01, -0.11, -0.08, 0.01, -0.23, 0.04, -0.10, 0.15, 0.12, 0.10, 0.10, 0.54, -0.18, -0.38]
}